No. 1
The following is a DFT calculation (ωB97M-V/def2-TZVPD) of C18H18N4S3ScSe as an isolated structure.

The value obtained for the total energy is -5271.60348 a.u. The value obtained for the LUMO energy is -10.77 eV. As for the charge: +3. The multiplicity is 1.

Structure (XYZ):
```
45
C18H18N4S3ScSe | OMol25 | ωB97M-V/def2-TZVPD
Sc -0.22 0.00 0.45
C -2.53 1.80 2.68
C -1.30 1.47 3.51
S -0.42 -0.09 3.16
C -1.60 -1.43 3.57
C -2.76 -1.66 2.61
S -2.27 -1.76 0.84
C -3.61 -0.83 0.01
C -3.83 0.64 0.40
S -2.36 1.65 0.85
H -2.80 2.84 2.87
H -3.38 1.18 2.97
H -1.58 1.45 4.56
H -0.52 2.24 3.40
H -1.97 -1.22 4.57
H -0.96 -2.32 3.64
H -3.52 -0.89 2.69
H -3.22 -2.62 2.85
H -4.53 -1.38 0.18
H -3.36 -0.94 -1.05
H -4.52 0.73 1.24
H -4.28 1.16 -0.44
Se 5.43 -0.15 -4.79
N 3.69 -0.12 -4.91
C 3.20 -0.08 -3.69
C 1.80 -0.02 -3.38
C 0.81 0.03 -4.38
C -0.52 0.16 -4.01
C -0.83 0.20 -2.66
N 0.09 0.12 -1.69
C 1.41 0.03 -2.04
C 2.40 -0.02 -0.97
N 1.94 -0.01 0.32
C 2.84 -0.04 1.32
C 4.21 -0.07 1.10
C 4.68 -0.07 -0.20
C 3.76 -0.05 -1.26
C 4.18 -0.08 -2.64
N 5.43 -0.11 -3.04
H 1.11 -0.02 -5.42
H -1.30 0.22 -4.74
H -1.86 0.31 -2.35
H 2.45 -0.04 2.33
H 4.89 -0.09 1.94
H 5.74 -0.10 -0.42
```

No. 2
The following is a DFT calculation (ωB97M-V/def2-TZVPD) of a 2-piece molecular cluster, C2H6O2PS2 overall at a distorted geometry.

The value obtained for the total energy is -1367.71033 a.u. The value obtained for the LUMO energy is -4.87 eV. As for the charge: +1. The multiplicity is 1.

Structure (XYZ):
```
13
C2H6O2PS2 | OMol25 | ωB97M-V/def2-TZVPD
C -3.02 -1.91 4.00
C -0.18 -0.11 -1.20
O -3.46 -2.44 4.85
O 1.23 -0.05 -1.40
P -0.32 -0.09 0.71
S -2.36 0.13 1.43
S 1.01 -1.59 1.25
H 0.23 1.20 0.79
H -0.85 0.67 -1.69
H -0.44 -1.08 -1.48
H 1.29 0.29 -2.36
H -2.43 -0.86 2.44
H 0.97 -1.05 2.48
```